{
  "formula": "C31H54BrClO2P2Si2W",
  "method": "ωB97M-V/def2-TZVPD",
  "e_tot_ev": -155842.324,
  "e_lumo_ev": [-0.97, -1.49],
  "total_charge": 0,
  "multiplicity": 3,
  "species": ["W", "C", "C", "C", "Si", "C", "C", "Si", "H", "H", "H", "Cl", "C", "C", "C", "C", "H", "H", "H", "H", "H", "H", "H", "H", "H", "H", "H", "H", "C", "C", "P", "H", "H", "P", "H", "H", "C", "C", "C", "C", "C", "H", "C", "H", "H", "H", "H", "H", "H", "H", "C", "C", "H", "H", "H", "H", "H", "H", "H", "C", "C", "H", "H", "H", "H", "H", "H", "C", "C", "H", "H", "H", "H", "H", "H", "H", "C", "H", "H", "H", "Br", "C", "C", "C", "C", "C", "C", "C", "O", "O", "H", "H", "H", "H"],
  "positions_angstrom": [[0.840691, -0.610242, -0.387463], [-0.279878, -1.154859, -2.254117], [0.902339, -0.447720, -2.603317], [2.013854, -1.254169, -2.124707], [0.702683, 1.144820, -3.570377], [1.492449, -2.395173, -1.467652], [0.037619, -2.330378, -1.516972], [-1.382336, -3.403775, -0.950876], [-1.289949, -0.832128, -2.510580], [3.053411, -1.002883, -2.271036], [2.051055, -3.198654, -1.011283], [2.519748, 0.643136, 3.160702], [-2.940633, -3.097424, -1.933309], [-0.870558, -5.196162, -1.048375], [-0.925528, 1.247437, -4.476698], [2.119607, 1.350673, -4.762145], [-0.979397, -5.526696, -2.092578], [-1.543799, -5.799060, -0.422961], [0.165771, -5.379344, -0.738410], [-3.336436, -2.089937, -1.745296], [-3.686301, -3.839385, -1.617768], [-2.758300, -3.213834, -3.009870], [1.904458, 0.726305, -5.642067], [3.091855, 1.049763, -4.355050], [2.174503, 2.398620, -5.087712], [-1.041544, 0.399368, -5.163226], [-0.928386, 2.175854, -5.062445], [-1.771295, 1.261472, -3.773996], [-1.724030, -2.790798, 0.803988], [0.644987, 2.440369, -2.188954], [-0.178878, -2.192574, 1.537252], [-2.187415, -3.602080, 1.383276], [-2.419291, -1.935630, 0.775211], [1.648905, 1.861364, -0.795426], [-0.405303, 2.509676, -1.856865], [0.962471, 3.418809, -2.581399], [1.562203, 3.257884, 0.432482], [3.430036, 1.976602, -1.463871], [0.839178, -3.785023, 1.782841], [-0.667264, -1.764083, 3.285698], [-0.814032, -0.256538, 3.443205], [0.192820, -2.102535, 3.890260], [-1.949982, -2.439287, 3.774888], [-2.817777, -2.064205, 3.218519], [-2.086357, -2.167461, 4.830167], [-1.927165, -3.532447, 3.715774], [0.166019, 0.231958, 3.321860], [-1.173443, -0.039501, 4.459567], [-1.516639, 0.157029, 2.703653], [0.996319, -4.150742, 0.754808], [0.095200, -4.860711, 2.577303], [2.204118, -3.517169, 2.429742], [-0.871311, -5.146882, 2.147951], [-0.053179, -4.548010, 3.618873], [0.719046, -5.765325, 2.593742], [2.921355, -3.060675, 1.741785], [2.640344, -4.469994, 2.758519], [2.118143, -2.864243, 3.309723], [3.432542, 1.246479, -2.289812], [4.497766, 1.570762, -0.440352], [3.776920, 3.358127, -2.023387], [3.095305, 3.713154, -2.803396], [4.778429, 3.301847, -2.472600], [3.824445, 4.102617, -1.218904], [4.552916, 0.489891, -0.282729], [4.333408, 2.053703, 0.532852], [5.484688, 1.885513, -0.807369], [0.553364, 2.933565, 1.527877], [1.255460, 4.625320, -0.182590], [2.573072, 3.263477, 0.877283], [0.241046, 4.648087, -0.598017], [1.962865, 4.926707, -0.961171], [1.306934, 5.371573, 0.619722], [-0.445567, 2.702940, 1.130844], [0.482379, 3.791738, 2.210727], [0.911937, 2.077351, 2.122510], [2.506179, -0.683638, 0.761322], [3.366427, -1.306223, 0.526785], [2.853743, 0.356956, 0.896657], [2.043169, -1.088025, 1.678764], [-4.892329, -0.275889, 1.461764], [-4.587135, 1.598791, 1.341980], [-5.345792, 2.493501, 2.100299], [-5.141744, 3.874090, 1.968255], [-4.217219, 4.357137, 1.030987], [-3.471542, 3.459833, 0.264020], [-3.603680, 2.076858, 0.457043], [-2.634427, 1.141225, -0.232882], [-2.534718, 1.196860, -1.489110], [-1.986757, 0.399069, 0.568278], [-6.100052, 2.110494, 2.785658], [-5.736169, 4.564749, 2.564687], [-4.065128, 5.432010, 0.897787], [-2.755521, 3.805951, -0.488771]],
  "atomic_forces_ev_per_a": [[-2.7, 2.7, 3.7], [0.2, -0.6, -1.0], [-0.1, -0.8, -1.1], [-0.1, 0.2, -1.0], [-0.2, 0.7, 0.3], [-0.7, -0.7, -0.5], [0.1, -0.5, -1.3], [-0.4, 0.0, 0.8], [0.3, 0.2, 0.5], [0.0, -0.1, 0.2], [0.1, 0.2, 0.0], [0.4, 0.5, 1.2], [0.3, 0.1, -0.3], [-0.1, -0.1, -0.1], [0.0, -0.4, 0.1], [0.0, 0.0, -0.2], [0.0, 0.0, 0.3], [0.2, 0.0, -0.2], [-0.3, 0.0, -0.1], [0.1, -0.2, 0.0], [0.1, 0.2, -0.1], [-0.2, 0.0, 0.2], [0.2, 0.2, 0.1], [-0.2, 0.1, -0.1], [0.1, -0.2, 0.0], [-0.1, 0.2, 0.0], [-0.1, -0.2, 0.1], [0.2, 0.0, -0.1], [-0.1, -0.6, -0.3], [0.1, 0.1, -0.6], [-0.5, -0.6, 0.6], [0.1, 0.3, 0.0], [0.2, -0.2, -0.1], [0.2, 0.9, -0.1], [0.2, -0.1, -0.1], [-0.1, -0.2, 0.3], [0.2, -0.3, 0.2], [-0.5, -0.5, 0.0], [-0.2, 0.5, -0.5], [0.4, 0.2, 0.1], [0.2, 0.5, 0.0], [-0.3, 0.1, -0.1], [0.0, -0.2, 0.0], [0.2, -0.1, 0.1], [0.0, 0.0, -0.2], [-0.1, 0.2, 0.0], [-0.4, -0.1, 0.1], [0.0, 0.0, -0.2], [0.1, -0.2, 0.3], [0.0, 0.0, 0.3], [0.0, -0.1, 0.1], [0.2, 0.0, 0.1], [0.1, 0.1, 0.1], [0.0, -0.1, -0.3], [-0.1, 0.2, 0.0], [-0.2, 0.0, 0.2], [-0.1, 0.2, 0.0], [0.1, -0.1, -0.2], [0.1, 0.2, 0.2], [0.2, -0.1, 0.1], [0.1, 0.1, -0.1], [0.0, -0.1, 0.2], [-0.2, 0.0, 0.1], [0.0, -0.2, -0.2], [-0.1, 0.3, 0.0], [0.1, -0.2, -0.2], [-0.2, 0.0, 0.1], [0.0, -0.3, 0.4], [0.1, 0.1, -0.1], [-0.3, 0.1, 0.0], [0.2, 0.0, 0.1], [-0.2, 0.0, 0.1], [0.0, -0.1, -0.1], [0.2, 0.1, 0.0], [-0.1, -0.2, -0.2], [-0.2, 0.3, -0.2], [1.5, -0.6, -0.4], [0.2, -0.1, -0.1], [-0.3, -1.0, 0.5], [0.7, 0.7, -0.2], [-0.2, 0.2, 0.2], [0.5, 0.9, -0.2], [0.0, 0.0, -0.2], [0.2, -0.3, -0.4], [-0.1, -0.2, 0.1], [-0.1, -0.3, 0.3], [-0.5, 0.1, 0.2], [0.2, -0.2, -1.1], [0.2, 0.0, 1.3], [1.0, 0.0, -0.9], [0.2, 0.1, -0.1], [0.2, -0.2, -0.1], [-0.1, -0.4, 0.1], [-0.2, -0.1, 0.3]],
  "lowdin_charge": [1.3250, -0.1970, -0.3710, -0.1952, 0.5198, -0.1939, -0.3732, 0.5149, 0.1116, 0.1201, 0.1205, -0.1531, -0.1555, -0.1635, -0.1567, -0.1653, 0.0415, 0.0417, 0.0269, 0.0413, 0.0453, 0.0420, 0.0419, 0.0260, 0.0427, 0.0413, 0.0450, 0.0240, -0.3979, -0.3865, 0.9952, 0.0497, 0.0182, 0.9839, 0.0515, 0.0503, -0.5207, -0.4956, -0.5020, -0.5124, -0.1444, 0.1028, -0.1156, 0.0559, 0.0887, 0.0548, -0.0349, 0.0864, 0.0543, 0.0626, -0.1099, -0.1061, 0.0637, 0.0789, 0.0859, 0.0555, 0.0831, 0.0780, 0.0641, -0.1078, -0.1099, 0.0648, 0.0870, 0.0780, 0.0599, 0.0775, 0.0842, -0.1413, -0.1144, 0.1026, 0.0745, 0.0525, 0.0876, 0.0651, 0.0890, -0.0336, -0.4587, 0.0353, -0.0977, -0.1001, 0.7947, -0.5876, -0.1215, -0.0842, -0.0796, -0.0296, -0.1765, -0.6649, -0.0330, -0.1153, 0.0984, 0.1017, 0.1032, 0.1150]
}

=====

{
  "formula": "C31H54ClN5PdSi",
  "method": "ωB97M-V/def2-TZVPD",
  "e_tot_ev": -64351.019,
  "e_lumo_ev": [4.15, 2.54],
  "total_charge": -2,
  "multiplicity": 5,
  "species": ["Pd", "Cl", "C", "C", "N", "H", "N", "H", "C", "C", "C", "H", "H", "H", "H", "H", "H", "C", "H", "H", "H", "C", "C", "H", "H", "C", "H", "C", "H", "H", "H", "H", "H", "C", "H", "C", "N", "H", "N", "H", "C", "C", "C", "H", "H", "H", "H", "H", "H", "C", "H", "H", "H", "C", "C", "H", "H", "C", "H", "C", "H", "H", "H", "H", "H", "C", "H", "C", "C", "Si", "C", "C", "N", "C", "C", "C", "C", "C", "C", "H", "H", "H", "H", "H", "H", "H", "H", "H", "H", "H", "H", "H", "H"],
  "positions_angstrom": [[0.258677, -0.099314, -1.003500], [-1.801177, -0.988130, -1.739556], [-0.936378, 1.163670, 2.808044], [-0.190564, 0.920563, 0.701503], [-0.090214, 0.464519, 1.977888], [-2.230057, 2.865292, 2.338195], [-0.983128, 2.009802, 0.796112], [-1.058211, 0.949945, 3.854436], [0.719207, -0.693081, 2.401019], [0.815730, -0.730492, 3.914523], [0.055833, -1.961985, 1.894364], [-0.152468, -0.944156, 4.380386], [1.489336, -1.551764, 4.195078], [1.230017, 0.196338, 4.330403], [2.735906, -1.388877, 2.214476], [2.579152, 0.383364, 2.041192], [-0.252800, -1.857178, 0.839455], [2.105834, -0.578141, 1.818224], [-0.832191, -2.193063, 2.495584], [0.765382, -2.798525, 1.955710], [2.075238, -0.706651, 0.730208], [-1.515316, 2.114509, 2.062569], [-2.765545, 2.465879, -0.792663], [-3.490594, 2.432119, 0.032895], [-3.119859, 3.192456, -1.540928], [-1.400687, 2.916113, -0.287050], [-0.684326, 3.613252, -2.171893], [-1.534220, 4.320775, 0.278593], [-0.593029, 4.667555, 0.718980], [-2.695724, 1.469869, -1.253890], [-0.346245, 1.896685, -1.879864], [-2.334261, 4.393525, 1.024211], [-1.787814, 5.004364, -0.542082], [-0.382901, 2.893585, -1.400413], [0.610874, 3.160883, -1.030007], [0.123930, -1.577785, -7.240108], [0.327192, -1.899031, -5.917658], [-0.810940, 0.211484, -8.090034], [-0.558907, 0.042575, -5.941262], [0.379796, -2.234693, -8.051734], [0.874432, -3.211283, -5.559027], [0.156954, -4.297775, -6.347699], [2.358712, -3.264936, -5.906524], [0.284611, -4.178392, -7.429161], [0.580603, -5.270236, -6.063860], [-0.910060, -4.306787, -6.106473], [1.081384, -4.380110, -3.791463], [-0.375984, -3.358274, -3.810376], [2.905168, -2.424575, -5.456575], [0.683570, -3.398269, -4.081089], [2.524383, -3.277683, -6.991825], [2.762908, -4.200927, -5.495751], [1.211538, -2.618918, -3.518947], [-0.453981, -0.362732, -7.255041], [-0.058941, 2.282568, -5.092145], [0.549706, 2.603405, -5.945786], [-0.525739, 3.174736, -4.652381], [-1.150174, 1.329317, -5.537977], [-2.463596, 2.061113, -4.015245], [-1.903559, 1.932601, -6.707074], [-2.683299, 1.252859, -7.071735], [0.590188, 1.827985, -4.343233], [-1.649025, 0.522561, -3.586570], [-1.227680, 2.207959, -7.524901], [-2.395044, 2.850397, -6.359543], [-2.115995, 1.091226, -4.398638], [-2.985918, 0.525640, -4.753780], [-0.010276, -0.872496, -5.094110], [4.427232, -1.567495, -2.761457], [3.117769, -0.528382, -1.955158], [3.885687, 0.549142, -0.636288], [2.325473, 0.611968, -3.225044], [1.824841, -1.546352, -1.374304], [1.674155, -2.837159, -0.968938], [2.738236, -3.586193, -0.364799], [2.497959, -4.879083, 0.098931], [1.234667, -5.473246, -0.046648], [0.186993, -4.761327, -0.642258], [0.398884, -3.462719, -1.074826], [4.673689, -1.147193, -3.747416], [4.092882, -2.606310, -2.898090], [5.346611, -1.558681, -2.154038], [4.717654, 1.092856, -1.108810], [3.191449, 1.290752, -0.217239], [4.301905, -0.052350, 0.183643], [3.100905, 1.084979, -3.845861], [1.626367, 0.057024, -3.869436], [1.773362, 1.423389, -2.728094], [3.715703, -3.099212, -0.259352], [3.321074, -5.437281, 0.547992], [1.064736, -6.489115, 0.306267], [-0.799639, -5.198958, -0.789879], [-0.427325, -2.870089, -1.490474]],
  "atomic_forces_ev_per_a": [[1.0, -1.1, -0.7], [-0.2, -0.1, 0.3], [0.1, -0.1, 0.3], [0.2, 0.6, 1.0], [-0.3, -0.1, -0.3], [0.1, 0.0, 0.0], [-0.4, -0.3, -0.1], [0.1, 0.0, -0.1], [0.0, -0.3, 0.1], [0.1, -0.1, 0.4], [-0.3, -0.4, -0.3], [0.1, 0.1, 0.0], [-0.2, 0.2, -0.1], [-0.1, -0.1, -0.1], [-0.2, 0.2, 0.0], [-0.1, -0.1, 0.1], [0.1, -0.1, 0.5], [0.6, -0.1, -0.4], [0.1, 0.0, -0.2], [-0.2, 0.1, 0.0], [0.1, 0.1, 0.4], [0.1, 0.3, 0.1], [-0.3, -0.1, -0.3], [0.2, 0.0, -0.2], [0.0, -0.3, 0.2], [-0.5, 0.0, 0.0], [0.1, -0.2, 0.1], [0.2, 0.5, 0.0], [-0.1, -0.1, 0.0], [-0.1, 0.3, 0.1], [0.0, 0.5, 0.0], [0.2, 0.1, -0.2], [0.0, -0.1, 0.2], [0.1, -0.1, -0.5], [0.0, -0.1, -0.1], [-0.3, 0.2, -0.4], [0.1, 0.5, -0.5], [0.1, -0.1, 0.0], [0.4, -0.2, -0.3], [-0.1, 0.1, 0.0], [0.3, 0.3, 0.1], [-0.1, -0.3, 0.0], [0.3, -0.2, 0.0], [-0.1, -0.1, 0.2], [-0.1, 0.2, -0.1], [0.0, 0.0, -0.1], [-0.1, 0.2, 0.0], [0.1, 0.1, 0.0], [-0.1, -0.1, -0.1], [0.1, -0.3, 0.5], [0.0, 0.1, 0.2], [0.1, 0.2, -0.1], [-0.2, -0.2, -0.1], [0.0, -0.1, -0.5], [0.2, 0.5, 0.0], [0.0, -0.1, 0.1], [0.1, -0.1, -0.1], [0.1, -0.1, 0.2], [0.0, -0.2, 0.0], [-0.2, 0.3, -0.2], [0.2, 0.1, 0.0], [-0.2, 0.1, -0.2], [-0.1, 0.2, -0.3], [-0.2, 0.0, 0.1], [0.1, -0.1, -0.1], [-0.2, 0.0, 0.4], [0.1, 0.0, 0.1], [-0.6, -0.3, 0.5], [0.5, -0.3, -0.1], [-0.9, -0.2, -0.2], [0.4, 0.1, 0.1], [0.4, 0.0, 0.3], [-0.7, 1.4, -0.2], [0.1, -0.9, 0.8], [-0.8, 0.4, -0.3], [-0.1, 0.0, -0.3], [0.1, 0.0, 0.1], [0.5, 0.3, 0.0], [0.2, 0.2, -0.1], [0.0, -0.2, 0.2], [0.1, 0.3, 0.0], [-0.2, -0.2, -0.2], [-0.1, 0.0, 0.1], [0.1, -0.2, -0.1], [-0.1, 0.2, -0.1], [-0.1, 0.0, 0.1], [0.2, 0.1, 0.2], [0.1, -0.1, -0.1], [-0.3, -0.3, 0.0], [-0.3, 0.1, 0.0], [0.1, 0.2, 0.0], [0.2, 0.0, 0.2], [0.5, -0.4, 0.2]],
  "lowdin_charge": [0.6949, 0.0081, -0.1470, -0.1760, -0.0110, 0.0629, -0.0214, 0.0560, -0.5686, -0.1837, -0.0304, 0.0530, 0.0784, 0.0522, 0.0946, 0.0836, 0.0431, -0.0819, 0.0872, 0.0923, 0.0162, -0.1382, -0.0539, 0.0782, 0.0855, -0.5808, 0.0893, -0.1658, 0.0632, 0.0235, 0.0236, 0.0425, 0.0777, -0.0711, 0.0883, -0.1538, -0.0497, 0.0640, -0.0446, 0.0621, -0.5899, -0.1677, -0.1168, 0.0329, 0.0699, 0.0734, 0.0947, 0.0874, 0.0726, -0.0700, 0.0460, 0.0712, 0.0573, -0.1490, -0.0529, 0.0783, 0.0754, -0.5825, 0.0780, -0.1548, 0.0721, 0.0366, -0.0379, 0.0570, 0.0777, -0.0828, 0.0897, 0.0028, -0.1917, 0.3312, -0.2072, -0.2075, -0.1484, -0.3956, -0.0473, -0.1228, -0.1271, -0.0976, -0.1236, 0.0198, 0.0253, 0.0245, 0.0295, 0.0195, 0.0243, 0.0379, -0.0143, -0.0016, 0.1004, 0.0878, 0.0824, 0.1004, -0.0098]
}